(1)
{
  "formula": "C31H37BiN3O6S",
  "method": "ωB97M-V/def2-TZVPD",
  "elements": ["Bi", "C", "C", "C", "C", "C", "C", "C", "C", "C", "C", "C", "C", "N", "C", "O", "C", "C", "C", "C", "C", "N", "C", "O", "N", "C", "C", "C", "C", "C", "C", "C", "C", "C", "C", "C", "C", "H", "H", "H", "H", "H", "H", "H", "H", "H", "H", "H", "H", "H", "H", "H", "H", "H", "H", "H", "H", "H", "H", "H", "H", "H", "H", "H", "H", "H", "H", "H", "H", "H", "H", "H", "H", "H", "O", "S", "O", "O", "O"],
  "positions_angstrom": [[-0.149373, 0.807639, 0.008969], [1.787168, 1.446911, -5.341548], [0.985413, 2.290171, -4.342127], [1.793582, 2.601091, -3.061906], [-0.445583, 1.823180, -4.202657], [-1.418117, 2.279384, -5.080002], [-2.740531, 1.821913, -5.022225], [-3.074791, 0.828052, -4.112913], [-2.142972, 0.344922, -3.228375], [-2.557146, -0.808768, -2.345764], [-3.940165, -0.578544, -1.725768], [-2.612407, -2.099021, -3.176385], [-0.802810, 0.802192, -3.297192], [0.126865, 0.231942, -2.406817], [0.906915, -0.811487, -2.782645], [0.799287, -1.492860, -3.802903], [1.906725, -1.257300, -1.733118], [2.744444, -2.369365, -2.005706], [3.470248, -2.943745, -0.938718], [3.363162, -2.411516, 0.319705], [2.492430, -1.303838, 0.512606], [1.954396, -0.644549, -0.556787], [2.215706, -0.911568, 1.923236], [2.940386, -1.285943, 2.884076], [1.045334, -0.220431, 2.089916], [0.471313, -0.337532, 3.356842], [-0.105398, -1.597224, 3.767101], [-0.652707, -1.660553, 5.064668], [-0.619947, -0.550666, 5.951679], [-0.080735, 0.640212, 5.513423], [0.437890, 0.749828, 4.214551], [1.045207, 2.024860, 3.748773], [2.540124, 2.061271, 4.069744], [0.461340, 3.322336, 4.384716], [-0.050414, -2.874283, 2.921208], [-0.675088, -4.135268, 3.464781], [-0.788333, -2.746581, 1.591671], [2.842543, 1.788640, -5.362728], [1.421542, 1.557394, -6.369289], [1.799270, 0.323030, -5.129644], [0.901243, 3.290237, -4.804139], [2.052522, 1.668622, -2.531213], [1.214707, 3.173341, -2.295303], [2.721810, 3.138964, -3.427178], [-1.112762, 2.993103, -5.835689], [-3.438477, 2.161108, -5.783050], [-4.097031, 0.516890, -4.036333], [-1.822219, -0.926070, -1.551196], [-4.715828, -0.673505, -2.444728], [-4.058591, 0.335758, -1.121993], [-4.106890, -1.386707, -0.991498], [-3.431517, -2.001143, -3.915676], [-2.869732, -2.978572, -2.597049], [-1.682623, -2.302079, -3.737018], [2.703537, -2.724361, -3.020743], [4.055670, -3.832448, -1.155103], [3.796830, -2.881795, 1.200916], [-0.989963, -2.624623, 5.425011], [-0.941324, -0.681928, 6.988147], [-0.062938, 1.551790, 6.119964], [0.945600, 2.044484, 2.653891], [2.675332, 2.087721, 5.178444], [3.102547, 2.925419, 3.700459], [2.991697, 1.104345, 3.763289], [0.605678, 3.320514, 5.465609], [-1.543568, 3.261438, 4.562912], [1.069162, 4.139503, 3.952752], [1.012312, -3.079387, 2.723816], [-1.792949, -4.071394, 3.510022], [-0.318992, -4.383162, 4.463609], [-0.427304, -4.997323, 2.778854], [-1.836310, -2.506094, 1.788476], [-0.786533, -3.705971, 1.035313], [-0.352614, -1.947763, 0.995324], [-1.761812, 3.670727, -1.236540], [-1.490284, 3.246805, 0.137048], [0.125605, 3.008577, 0.089242], [-2.157845, 1.752583, 0.229132], [-0.870921, 3.608473, 3.959766]],
  "forces_ev_per_a": [[0.569, -0.675, -0.509], [0.709, -1.327, -0.018], [0.078, 1.121, -0.223], [0.169, -0.265, 0.172], [0.092, -1.111, 0.586], [-0.468, -0.049, 0.107], [0.891, -0.143, -0.514], [-0.110, 1.284, -0.330], [0.980, -0.322, -0.103], [-0.427, 0.197, -0.092], [0.650, -0.493, 1.882], [-0.012, 0.002, -0.847], [-1.018, -0.200, -0.287], [1.047, -0.132, 0.836], [-1.080, 0.658, 0.284], [0.294, 0.197, -0.105], [1.595, -0.815, -0.338], [-0.701, 0.700, 1.146], [-0.382, 0.264, -1.934], [-1.330, 0.648, 0.827], [1.989, -0.270, -1.603], [-0.896, -1.019, 1.991], [-0.837, 1.084, 2.312], [-0.660, 0.015, -1.882], [1.116, -0.841, -1.186], [-0.657, -1.348, 0.504], [-0.223, 0.441, 1.114], [0.780, 0.724, -0.197], [0.066, -0.917, -0.344], [-0.138, 0.269, -0.477], [-0.370, -0.033, 0.622], [0.368, 1.436, 0.155], [0.541, -0.887, 1.108], [0.108, -0.288, -1.672], [0.011, 0.277, -0.786], [-0.407, -1.134, 0.607], [-0.010, 0.357, -0.620], [-0.437, -0.147, 0.096], [-0.182, 0.011, 0.208], [-0.148, 1.533, -0.031], [-0.075, -0.259, -0.084], [0.357, 0.426, -0.380], [0.442, -0.040, -0.879], [-0.948, -0.491, 0.851], [-0.131, 0.152, -0.007], [-0.089, 0.056, 0.292], [-0.342, -0.275, -0.128], [0.040, -0.122, 0.118], [-0.725, 0.108, -0.700], [0.296, -0.043, -0.600], [-0.043, 0.056, -0.263], [0.389, 0.064, 0.167], [0.074, -0.138, 0.424], [-0.305, 0.218, 0.342], [0.119, -0.401, -0.030], [0.118, 0.142, 0.211], [-0.043, 0.250, -0.220], [-0.206, 0.157, 0.057], [-0.092, 0.117, -0.380], [-0.042, -0.597, 0.109], [-0.131, 0.462, 0.340], [-0.161, -0.039, -0.542], [-0.294, -0.175, -0.363], [0.107, 0.474, -0.118], [-0.173, 0.074, 0.076], [0.486, -0.130, -0.134], [-0.253, -0.223, 0.392], [-0.146, 0.064, 0.019], [0.847, 0.056, -0.008], [0.029, -0.201, 0.081], [-0.212, 0.881, 0.752], [0.002, 0.101, -0.040], [0.207, 0.605, 0.159], [-0.095, -0.104, -0.311], [-0.227, 0.209, 0.270], [-1.383, 0.928, -0.692], [-0.611, -2.302, 0.323], [1.799, 1.099, -0.022], [-0.143, 0.038, 0.460]],
  "lowdin_charge": [1.954, -0.068, -0.374, -0.071, -0.137, -0.040, -0.067, -0.049, -0.147, -0.377, -0.076, -0.055, -0.183, -0.062, -0.496, 0.018, -0.193, 0.023, -0.050, -0.003, -0.168, 0.047, -0.486, -0.003, -0.064, -0.203, -0.085, -0.033, -0.084, -0.043, -0.152, -0.314, -0.052, -0.232, -0.370, -0.116, -0.085, 0.071, 0.069, 0.088, 0.124, 0.049, 0.072, 0.090, 0.106, 0.094, 0.099, 0.082, 0.051, 0.081, 0.081, 0.084, 0.067, 0.078, 0.105, 0.105, 0.117, 0.085, 0.094, 0.103, 0.107, 0.091, 0.078, 0.073, 0.104, 0.085, 0.124, 0.134, 0.097, 0.066, 0.094, 0.089, 0.088, 0.018, -0.483, 0.607, -0.683, -0.721, -0.065],
  "lumo_energy_ev": 1.9,
  "e_above_lowest_kcal_mol": 0.0,
  "charge": -1,
  "fmax_ev_per_a": 2.7,
  "orbital_gap_ev": 7.2626
}

(2)
{
  "formula": "C3HNO2PS",
  "method": "ωB97M-V/def2-TZVPD",
  "elements": ["C", "C", "C", "N", "O", "O", "P", "S", "H"],
  "positions_angstrom": [[0.807204, 1.002659, -0.013126], [-0.187415, -0.258093, -0.071792], [0.228007, -1.745484, 0.002844], [-1.578876, 1.886500, 0.016477], [-0.734143, -2.517863, 0.052176], [1.443451, -1.940554, 0.026305], [-0.068614, 2.476066, 0.043341], [-1.772044, 0.269385, -0.045760], [1.862427, 0.827382, -0.010467]],
  "forces_ev_per_a": [[-3.747, -3.737, -0.248], [3.156, 4.182, 0.406], [0.021, 0.497, -0.051], [-0.992, -0.266, -0.067], [-0.664, -0.487, -0.020], [0.586, -0.112, -0.031], [0.428, -0.429, -0.024], [0.884, 0.548, 0.025], [0.327, -0.196, 0.010]],
  "lowdin_charge": [-0.383, -0.460, -0.821, -0.775, -0.075, -0.044, 0.665, 0.883, 0.010],
  "lumo_energy_ev": 3.6,
  "e_above_lowest_kcal_mol": 0.0,
  "charge": -1,
  "fmax_ev_per_a": 5.3,
  "orbital_gap_ev": 8.6351
}

(3)
{
  "formula": "C4H9NO",
  "method": "ωB97M-V/def2-TZVPD",
  "elements": ["C", "C", "C", "C", "O", "N", "H", "H", "H", "H", "H", "H", "H", "H", "H"],
  "positions_angstrom": [[-0.689506, -1.284821, 0.284091], [-0.305091, 0.090067, -0.287832], [-1.283823, 1.169898, 0.159273], [1.118529, 0.453703, 0.135462], [1.375482, 1.287750, 0.985017], [2.099070, -0.264649, -0.490838], [-0.963708, -1.188080, 1.338429], [0.131055, -2.005678, 0.219186], [-1.548841, -1.702183, -0.247835], [-0.315500, 0.020804, -1.385450], [-1.045066, 2.139829, -0.287103], [-2.308789, 0.899156, -0.116062], [-1.229525, 1.285878, 1.245255], [1.907994, -0.854710, -1.284498], [3.057712, -0.046962, -0.267092]],
  "forces_ev_per_a": [[0.001, -0.062, 0.057], [-0.023, 0.013, -0.051], [-0.024, 0.043, 0.014], [0.008, 0.083, 0.065], [-0.074, -0.288, -0.233], [0.081, 0.061, -0.011], [0.067, -0.006, -0.066], [-0.105, 0.088, -0.044], [0.055, 0.093, 0.060], [0.056, 0.014, 0.144], [-0.032, -0.147, 0.052], [0.149, 0.018, 0.022], [-0.030, 0.001, -0.137], [-0.006, 0.114, 0.171], [-0.122, -0.025, -0.044]],
  "lowdin_charge": [-0.067, -0.361, -0.078, -0.527, 0.055, 0.153, 0.085, 0.072, 0.078, 0.135, 0.083, 0.080, 0.083, 0.100, 0.108],
  "lumo_energy_ev": 0.9,
  "e_above_lowest_kcal_mol": 1.0,
  "charge": 0,
  "fmax_ev_per_a": 0.4,
  "orbital_gap_ev": 10.6246
}